P) 19
Properties=species:S:1:pos:R:3:lowdin_spin:R:1 method="wB97M-V/def2-TZVPD" gap_ev="5.419 / 5.460" spin_multiplicity=2 homo_ev="-9.00 / -9.01" s2=0.76
O 3.13 -0.03 -1.25 0.000
O 1.99 0.83 0.75 -0.005
N -2.81 -0.08 -0.31 0.812
C -1.68 0.85 -0.25 0.082
C 0.99 -0.01 1.16 0.000
C -0.42 0.36 -0.93 0.042
C 0.16 -0.65 0.03 0.007
H 2.67 0.31 -0.36 0.000
H -0.75 -0.05 -1.86 0.002
H -0.91 -0.98 0.65 0.003
H 0.24 1.22 -1.10 0.001
H -2.65 -0.76 0.42 0.031
H 0.58 -1.53 -0.46 0.000
H 1.36 -0.87 1.81 -0.001
H -1.40 1.13 0.83 0.017
H 0.25 0.54 1.81 0.001
H 2.56 -0.75 -1.59 0.000
H -1.98 1.79 -0.71 0.003
H -1.34 -1.30 1.36 0.006

Q) 19
Properties=species:S:1:pos:R:3:lowdin_spin:R:1 method="wB97M-V/def2-TZVPD" gap_ev="2.668 / 7.817" spin_multiplicity=2 homo_ev="-2.73 / -7.93" s2=0.75
O -1.38 -3.17 -1.45 0.042
O 0.63 1.03 2.36 0.210
N -1.14 -0.71 0.29 0.051
C 0.93 0.34 -0.16 0.017
C 1.47 1.79 0.22 0.061
C -0.56 0.46 -0.53 0.061
C 1.37 1.82 1.78 0.353
H -1.21 -4.16 -1.48 0.010
H 1.68 -0.06 -0.88 0.003
H -1.01 -0.47 1.28 0.034
H 2.48 1.92 -0.24 0.006
H -2.09 -0.63 0.21 0.039
H -2.02 -3.11 -2.24 0.014
H -0.90 0.32 -1.58 0.013
H 0.78 2.48 -0.21 0.018
H -1.08 -1.65 -0.03 0.011
H -1.07 1.37 -0.20 0.021
H 1.38 -0.32 0.68 0.002
H 1.75 2.74 2.18 0.033

R) 19
Properties=species:S:1:pos:R:3:lowdin_spin:R:1 method="wB97M-V/def2-TZVPD" gap_ev="10.423 / 7.990" spin_multiplicity=2 homo_ev="-9.66 / -9.65" s2=0.75
O -0.33 0.56 2.81 0.785
O 1.29 -4.37 -1.81 0.000
N -0.64 -0.86 -0.08 0.010
C 0.20 0.24 0.44 0.002
C -0.50 1.58 0.30 -0.001
C -0.52 2.12 -1.11 0.000
C 0.44 -0.09 1.92 0.112
H 1.74 -3.62 -2.20 0.000
H 0.61 -3.99 -1.24 0.000
H 1.09 0.28 -0.19 0.000
H -1.08 -0.56 -0.94 0.001
H 0.46 -1.18 1.97 0.025
H -1.45 1.57 0.84 0.000
H 1.49 0.18 2.19 0.065
H 0.46 1.98 -1.57 0.000
H -1.34 1.75 -1.70 0.000
H -0.57 3.22 -1.20 0.000
H 0.01 2.29 0.97 0.000
H -1.36 -1.09 0.59 0.000

Stability, highest: R)

P) 18
Properties=species:S:1:pos:R:3:mulliken_charge:R:1 method="wB97M-V/def2-TZVPD" gap_ev=8.676 total_charge=+1 homo_ev=-12.77
Br 1.90 0.52 0.25 0.069
N -0.93 1.17 -0.84 -0.146
C -0.09 -0.12 -0.98 -0.495
C -0.91 -1.07 -0.13 -0.384
C -1.78 -0.28 0.87 -0.363
C 3.41 -0.73 -0.16 -0.644
C -1.56 1.18 0.53 -0.633
H -0.34 1.94 -0.94 0.304
H -2.46 1.81 0.43 0.371
H -1.30 -1.70 -0.87 0.413
H -0.20 -1.67 0.37 0.314
H 4.23 -0.08 -0.06 0.321
H 3.26 -1.71 0.42 0.303
H -1.58 1.14 -1.63 0.368
H 3.12 -0.90 -1.16 0.260
H -2.70 -0.75 0.89 0.378
H -0.82 1.62 1.12 0.326
H -1.27 -0.39 1.86 0.240

Q) 18
Properties=species:S:1:pos:R:3:mulliken_charge:R:1 method="wB97M-V/def2-TZVPD" gap_ev="7.631 / 8.069" total_charge=+1 homo_ev="-13.50 / -13.27"
Br -2.69 0.33 0.35 0.065
N 0.07 0.44 0.09 0.067
C -0.97 -2.57 -0.35 -0.464
C 1.28 -0.52 0.20 -0.694
C 0.38 1.59 1.05 -0.900
C -1.01 -0.41 0.63 -0.120
C -0.11 1.01 -1.26 -0.931
H 0.81 -1.40 -0.33 0.360
H -0.67 1.94 -1.39 0.331
H 1.21 2.22 0.71 0.376
H -0.51 0.13 -1.90 0.408
H -0.51 2.23 1.28 0.373
H 0.87 1.11 -1.67 0.406
H 1.45 -0.72 1.23 0.344
H -0.26 -3.32 -0.52 0.341
H 0.42 1.11 2.07 0.413
H 2.12 -0.06 -0.39 0.341
H -1.87 -3.11 0.19 0.283

Stability, highest: P)

P) 11
Properties=species:S:1:pos:R:3:mulliken_charge:R:1 method="wB97M-V/def2-TZVPD" gap_ev=8.000 homo_ev=-7.99
I -0.62 -0.54 0.91 -0.049
P 0.18 1.59 -0.06 -0.025
O 1.61 -4.14 -0.19 -0.338
C 1.65 -3.02 -0.82 -0.159
C -1.18 2.77 0.54 -1.019
H 2.49 -2.90 -1.59 0.123
H 0.88 -4.24 0.43 0.394
H -1.09 3.06 1.59 0.328
H -1.47 3.61 0.00 0.374
H -0.29 1.56 -1.39 0.066
H -2.15 2.25 0.57 0.305

Q) 11
Properties=species:S:1:pos:R:3:mulliken_charge:R:1 method="wB97M-V/def2-TZVPD" gap_ev=8.937 homo_ev=-8.46
I 2.46 0.28 -0.36 -0.006
P -0.69 0.81 0.92 0.042
O -0.09 -2.12 0.28 -0.523
C 0.89 0.31 1.06 -0.462
C -0.83 1.44 -0.82 -0.884
H 1.23 -0.09 2.00 0.447
H -0.11 0.94 -1.47 0.236
H -0.30 -2.76 0.96 0.276
H -1.84 1.26 -1.18 0.296
H -0.09 -2.58 -0.56 0.283
H -0.64 2.51 -0.82 0.295

Stability, highest: Q)